{
  "formula": "CH6N2S2",
  "method": "the ωB97M-V functional and the def2-TZVPD basis",
  "elements": ["H", "N", "C", "N", "H", "H", "H", "S", "S", "H", "H"],
  "xyz": [[2.0849, -1.1823, -1.1678], [1.4267, -1.8268, -0.7815], [1.2110, -1.5630, 0.4691], [0.3070, -2.1964, 1.3765], [1.9714, -0.9220, 1.0363], [0.0231, -1.7099, 2.2155], [-0.5382, -2.4894, 0.7857], [-0.9649, 0.7687, 0.5377], [-0.4068, 1.8818, -1.0829], [-1.8440, -0.1112, -0.0019], [0.8492, 1.5476, -1.1254]],
  "atomic_forces_ev_per_a": [[0.8, 0.2, 0.0], [-2.3, -0.2, 2.2], [2.1, 0.2, 0.9], [-1.1, -0.5, -3.7], [-1.2, -0.4, -0.6], [0.4, 0.3, -0.3], [1.5, 0.2, 1.5], [-0.4, 0.1, 0.4], [-1.3, 0.6, -0.2], [0.4, 0.2, -0.2], [1.1, -0.6, -0.1]],
  "e_homo_ev": -9.3,
  "e_above_lowest_kcal_mol": 17.6,
  "multiplicity": 1,
  "smiles": "[H]/N=C/N.SS"
}



{
  "formula": "C4H14O2",
  "method": "the ωB97M-V functional and the def2-TZVPD basis",
  "elements": ["C", "C", "C", "C", "H", "H", "H", "H", "H", "H", "H", "H", "H", "H", "H", "H", "O", "H", "H", "O"],
  "xyz": [[2.5022, -0.3179, 1.5405], [2.8610, -0.2978, -0.0416], [1.8978, -1.2281, -0.8493], [2.9323, 1.0870, -0.6760], [2.6716, -1.3217, 2.0477], [3.1114, 0.5105, 2.1079], [1.4155, -0.3136, 1.3339], [3.8778, -0.5063, -0.2159], [1.0190, -0.7178, -0.7593], [1.7022, -2.2164, -0.2791], [2.2688, -1.3494, -1.8234], [3.9826, 1.3917, -0.3529], [3.0039, 1.1771, -1.8393], [2.1367, 1.8306, -0.3766], [-4.1713, 0.3845, 4.4399], [-2.8811, 0.5652, 3.8208], [-3.7032, 0.2756, 3.5980], [-4.3032, -0.3919, -3.4002], [-5.6940, 0.0788, -4.2495], [-4.9592, 0.4018, -3.6349]],
  "atomic_forces_ev_per_a": [[1.0, -0.1, -1.7], [-0.6, -0.7, 0.2], [2.1, -1.5, 3.7], [0.7, 2.0, -0.6], [0.2, 1.1, -0.9], [-1.9, -1.3, -1.0], [0.1, 1.0, 1.6], [1.3, -1.7, 0.2], [-2.8, 1.1, -0.6], [0.6, 1.3, -1.1], [0.1, -0.3, -1.4], [-1.4, 0.7, -0.2], [-0.4, -0.8, 1.9], [0.9, -0.7, -0.1], [-0.2, -0.2, -0.3], [4.1, 1.3, 0.6], [-3.9, -1.1, -0.3], [-2.2, 2.1, -0.9], [1.8, 0.1, 1.3], [0.5, -2.3, -0.3]],
  "e_homo_ev": [1.3, -7.9],
  "total_charge": -1,
  "e_above_lowest_kcal_mol": 48.8,
  "multiplicity": 2
}



{
  "formula": "C11H16ClO5PTi",
  "method": "the ωB97M-V functional and the def2-TZVPD basis",
  "elements": ["Cl", "C", "C", "C", "H", "C", "C", "H", "H", "H", "C", "Ti", "C", "C", "O", "O", "H", "H", "H", "C", "O", "P", "O", "C", "O", "C", "H", "H", "H", "H", "H", "H", "H", "H", "H"],
  "xyz": [[-1.9152, -1.3653, -0.7990], [1.4393, -1.9425, -2.4025], [2.1892, -0.7385, -2.2564], [1.3670, 0.3482, -2.6461], [3.2585, -0.6904, -2.0519], [0.0902, -0.1608, -3.0370], [0.1444, -1.5880, -2.8664], [-0.6526, -2.2678, -3.1451], [1.8289, -2.9559, -2.3084], [1.6576, 1.3924, -2.7333], [-1.0871, 0.6226, -3.4877], [0.2416, -0.7052, -0.8317], [1.9712, 0.1933, 0.3301], [0.3476, -2.0762, 0.7391], [2.8363, 0.5866, 0.9870], [0.2153, -2.7942, 1.6605], [-1.1346, 1.6059, -3.0138], [-2.0172, 0.0949, -3.2699], [-1.0510, 0.7854, -4.5692], [1.1425, -0.2907, 3.4950], [0.5633, 0.8699, 2.8599], [-0.4281, 0.6532, 1.5848], [-1.8518, 0.8184, 2.4380], [-2.0972, -0.1215, 3.5374], [-0.1517, 2.1347, 0.9790], [-0.9312, 2.5234, -0.2025], [1.9202, -0.7677, 2.8774], [0.3869, -1.0602, 3.7345], [1.5866, 0.0595, 4.4314], [-1.9190, -1.1363, 3.1934], [-1.4462, 0.0984, 4.3762], [-3.1323, -0.0248, 3.8577], [-1.8189, 1.8866, -0.3255], [-1.2101, 3.5589, -0.0051], [-0.3428, 2.4534, -1.1298]],
  "atomic_forces_ev_per_a": [[0.5, 0.2, 0.2], [0.0, 0.0, 0.1], [0.1, -0.3, -0.5], [-0.4, -0.2, 0.0], [-0.3, 0.0, 0.3], [0.4, -0.7, -0.1], [0.0, 0.4, -0.9], [0.2, 0.1, 0.2], [-0.2, 0.3, 0.2], [0.0, -0.2, 0.3], [-0.4, 0.2, 0.0], [-0.5, 1.9, -0.1], [3.8, 1.4, 2.7], [-0.5, -5.4, 5.9], [-3.4, -1.5, -2.9], [0.8, 3.8, -5.1], [0.1, -0.1, -0.1], [0.1, 0.0, -0.1], [0.1, 0.0, 0.0], [0.1, -0.6, 0.5], [0.1, -1.3, -1.5], [-1.4, 2.9, 3.6], [1.4, -0.8, -2.0], [0.0, 0.0, -0.2], [-0.7, -1.5, -0.7], [-0.1, 0.0, 0.3], [-0.2, 0.3, 0.2], [0.3, 0.4, -0.1], [-0.1, -0.1, -0.3], [-0.1, -0.2, 0.0], [0.1, 0.2, 0.0], [0.1, 0.2, -0.3], [0.0, 0.3, 0.2], [-0.1, -0.2, -0.3], [0.2, 0.2, 0.4]],
  "e_homo_ev": -16.9,
  "total_charge": 2,
  "e_above_lowest_kcal_mol": 0.0,
  "multiplicity": 1
}



{
  "formula": "C4H13NO3",
  "method": "the ωB97M-V functional and the def2-TZVPD basis",
  "elements": ["C", "N", "C", "C", "C", "O", "H", "H", "H", "H", "H", "H", "H", "H", "H", "H", "H", "O", "H", "H", "O"],
  "xyz": [[0.2555, 0.1909, 0.9805], [-0.5236, 0.9469, -0.0077], [0.1816, 0.8418, -1.3515], [-1.7858, 0.9124, 0.0313], [-2.5880, -0.1496, 0.6704], [-2.4397, -1.3928, -0.0947], [0.0886, 0.5168, 2.0140], [1.3160, 0.2792, 0.7952], [-0.1746, -0.8006, 0.9578], [0.7945, 1.7211, -1.4811], [0.8464, -0.0353, -1.2538], [-0.5623, 0.4794, -2.0511], [-2.2405, 1.7176, -0.5426], [-2.2081, -0.5785, 1.5944], [-3.6395, 0.1051, 0.7616], [-1.9135, -1.2108, -0.8789], [4.1129, 0.4989, -0.0682], [3.2485, 0.4242, 0.3417], [2.7650, -0.5620, 0.0108], [2.4949, -2.3495, -0.2729], [1.9714, -1.5553, -0.1553]],
  "atomic_forces_ev_per_a": [[-0.6, -0.1, 1.5], [2.2, -2.0, 0.1], [0.1, 0.2, 0.7], [-1.1, 1.3, -0.4], [-0.1, -1.9, 1.1], [-0.3, 1.2, -0.5], [-0.4, 0.6, -0.3], [0.0, -0.2, -0.3], [0.9, -0.6, -0.2], [-0.1, 0.2, -0.7], [0.1, 0.1, 0.5], [0.0, 1.1, -0.6], [-0.5, -0.7, -0.8], [-0.1, 1.2, 0.7], [0.0, 0.1, -0.1], [0.0, -0.3, -0.3], [0.0, 0.0, 0.0], [-0.1, 0.1, -0.2], [0.2, 0.1, 0.4], [0.0, -0.1, -0.1], [-0.2, -0.2, -0.5]],
  "e_homo_ev": -7.7,
  "e_above_lowest_kcal_mol": 140.2,
  "multiplicity": 1
}



{
  "formula": "C14H19ClOTb",
  "method": "the ωB97M-V functional and the def2-TZVPD basis",
  "elements": ["C", "C", "C", "H", "C", "C", "H", "H", "H", "H", "Tb", "Cl", "C", "C", "C", "H", "C", "C", "H", "H", "H", "H", "C", "C", "C", "C", "O", "H", "H", "H", "H", "H", "H", "H", "H", "H"],
  "xyz": [[1.1751, 0.3308, -1.6351], [0.1790, -0.3974, -2.3680], [0.2378, -1.7669, -1.9630], [-0.4473, 0.0061, -3.1555], [1.1822, -1.8613, -0.8992], [1.8382, -0.6128, -0.7554], [2.7523, -0.4282, -0.1648], [1.4326, 1.3794, -1.8163], [-0.2438, -2.6373, -2.4519], [1.3801, -2.7818, -0.3622], [-1.0912, -0.2318, -0.2324], [-2.3501, 1.9279, -0.3360], [-3.3032, -1.2433, -0.1922], [-2.7430, -2.5588, -0.1016], [-2.4488, -2.9983, -1.4201], [-2.6414, -3.1696, 0.7904], [-2.7098, -1.9348, -2.3161], [-3.2183, -0.8374, -1.5737], [-3.5632, 0.1035, -1.9884], [-3.7229, -0.6567, 0.6209], [-2.1131, -3.9878, -1.6966], [-2.5795, -1.9799, -3.3912], [2.2110, 0.8176, 2.6767], [1.3276, 1.5943, 1.7179], [0.6558, 2.6562, 2.5511], [2.2476, 2.3220, 0.7721], [0.2916, 0.8399, 1.1386], [2.9509, 1.4903, 3.1088], [2.8135, 0.0848, 2.1449], [1.6358, 0.3516, 3.4879], [1.3723, 3.3061, 3.0728], [0.0411, 3.2078, 1.8414], [-0.0093, 2.1296, 3.2342], [2.8057, 1.6326, 0.1627], [1.6765, 3.0113, 0.1485], [2.9784, 2.8921, 1.3509]],
  "atomic_forces_ev_per_a": [[0.8, -1.3, 0.0], [1.1, -0.6, -0.4], [0.4, -0.1, -0.3], [0.1, 0.0, 0.0], [0.0, 0.3, -0.9], [-0.5, 0.7, -1.0], [-1.0, 0.0, -0.1], [-0.2, -0.5, 0.3], [0.3, 1.1, 0.7], [0.2, 0.1, 0.0], [3.2, 0.6, 1.3], [-0.5, 1.0, -0.1], [-0.6, -0.7, -0.7], [-0.4, 0.2, -0.6], [-0.4, 0.8, 0.3], [-0.1, 0.2, -0.1], [-0.6, -0.2, 1.0], [-0.9, -1.0, 0.2], [0.1, -0.2, 0.2], [0.1, -0.1, -0.1], [0.3, 0.1, 0.1], [0.1, 0.1, 0.1], [0.4, -0.6, 0.1], [-0.9, -0.3, 0.7], [-0.6, 0.3, 0.0], [0.1, 0.3, -0.5], [0.1, -0.5, 0.1], [-0.1, 0.2, 0.3], [-0.2, -0.5, 0.0], [0.1, 0.0, -0.3], [-0.3, -0.1, 0.0], [-0.2, 0.4, 0.3], [0.0, 0.3, 0.3], [0.2, -0.2, -0.4], [0.1, 0.0, -0.2], [-0.1, 0.1, 0.0]],
  "e_homo_ev": [-4.0, -4.0],
  "total_charge": -1,
  "multiplicity": 7
}



{
  "formula": "C22H17ClN6O3S",
  "method": "the ωB97M-V functional and the def2-TZVPD basis",
  "elements": ["O", "C", "C", "C", "C", "C", "C", "C", "N", "N", "N", "C", "S", "C", "N", "N", "C", "C", "O", "C", "C", "C", "C", "Cl", "C", "C", "N", "C", "C", "C", "C", "C", "O", "H", "H", "H", "H", "H", "H", "H", "H", "H", "H", "H", "H", "H", "H", "H", "H", "H"],
  "xyz": [[0.7667, 1.1687, -1.7936], [1.0119, 2.0734, -1.0198], [2.0863, 2.1230, -0.0391], [2.9538, 1.0508, 0.1533], [3.9277, 1.1296, 1.1238], [4.0511, 2.2748, 1.9106], [3.2039, 3.3451, 1.7325], [2.2064, 3.2786, 0.7550], [1.3583, 4.3465, 0.5875], [0.4399, 4.3113, -0.2355], [0.2400, 3.2436, -1.0253], [-0.9170, 3.2894, -1.8437], [-2.4182, 2.5878, -0.9923], [-1.6694, 1.2680, -0.1411], [-0.7295, 1.3703, 0.7572], [-0.3978, 0.1330, 1.1416], [-1.1429, -0.7131, 0.4869], [-1.1286, -2.1968, 0.6485], [0.0628, -2.6731, 1.2118], [1.2200, -2.5529, 0.5009], [1.3168, -2.0994, -0.8094], [2.5482, -2.0643, -1.4440], [3.6846, -2.4765, -0.7716], [5.2231, -2.4149, -1.5634], [3.6028, -2.9251, 0.5387], [2.3763, -2.9638, 1.1662], [-1.9773, -0.0455, -0.3647], [-2.9938, -0.5648, -1.2475], [-4.1932, -1.0057, -0.4750], [-5.2253, -0.2951, 0.0628], [-6.0422, -1.2376, 0.7337], [-5.4429, -2.4449, 0.5573], [-4.3195, -2.3167, -0.1689], [2.8384, 0.1731, -0.4615], [4.5978, 0.2972, 1.2763], [4.8193, 2.3190, 2.6685], [3.2785, 4.2382, 2.3321], [-1.1800, 4.3211, -2.0680], [-0.7540, 2.6948, -2.7438], [-1.9127, -2.4901, 1.3567], [-1.3397, -2.6850, -0.3150], [0.4578, -1.7420, -1.3532], [2.6160, -1.7040, -2.4586], [4.4933, -3.2411, 1.0588], [2.2849, -3.3088, 2.1831], [-2.5850, -1.4092, -1.8100], [-3.2657, 0.2414, -1.9352], [-5.3802, 0.7615, -0.0147], [-6.9467, -1.0377, 1.2693], [-5.7050, -3.4320, 0.8816]],
  "atomic_forces_ev_per_a": [[0.1, -0.2, -0.1], [0.1, 0.3, -0.1], [0.2, 0.4, 0.3], [-0.1, 0.1, -0.1], [0.0, -0.1, -0.1], [0.0, 0.1, 0.0], [-0.2, 0.0, -0.1], [0.4, -1.3, -0.5], [0.2, 0.7, 0.7], [-0.9, 0.8, -0.3], [0.8, -0.7, -0.3], [-0.5, -0.3, -0.3], [0.1, 0.3, 0.1], [-0.4, 0.1, -0.2], [-0.6, 0.8, 0.1], [0.4, -1.0, 0.4], [-0.1, 0.1, -0.2], [-0.3, -0.2, 0.0], [0.1, 0.0, 0.1], [0.3, -0.1, -0.1], [-0.2, -0.1, 0.2], [0.2, -0.2, 0.1], [-0.2, 0.0, 0.0], [0.2, 0.0, -0.1], [0.0, 0.0, -0.1], [-0.3, 0.1, 0.0], [0.8, 0.2, 0.4], [-0.3, -0.4, 0.0], [-0.4, 0.8, -0.1], [0.5, -0.3, -0.4], [0.1, -0.5, 0.0], [-0.7, 0.3, 0.4], [0.4, -0.2, -0.3], [0.0, -0.1, 0.0], [0.1, -0.1, 0.0], [0.0, 0.0, 0.1], [0.0, 0.1, 0.1], [0.1, -0.1, 0.0], [0.1, 0.2, 0.2], [0.1, 0.0, -0.2], [0.0, 0.0, 0.1], [-0.1, 0.1, 0.0], [0.0, 0.0, -0.1], [0.1, 0.0, 0.0], [0.0, 0.0, 0.1], [0.0, 0.1, 0.0], [0.1, -0.2, 0.1], [0.0, 0.3, -0.1], [-0.2, 0.0, 0.1], [0.0, -0.2, 0.0]],
  "e_homo_ev": -8.5,
  "multiplicity": 1,
  "smiles": "O=c1c2ccccc2nnn1CSc1nnc(COc2ccc(Cl)cc2)n1Cc1ccco1"
}



Calculated total energy in eV, matching the order above: -25784.14499, -8466.86764, -66814.23764, -11986.39152, -51833.95573, -61528.81419